# 1
Entry from OMol25: the molecule C21H28N2O5S2 (the ωB97M-V functional and the def2-TZVPD basis).

```
58
Properties=species:S:1:pos:R:3:forces:R:3:mulliken_charge:R:1
C 3.4230 2.1278 -5.0698 0.012 0.037 -0.267 -1.018
O 3.3557 1.9363 -3.6736 -0.234 0.051 0.094 -0.359
C 2.1659 1.9069 -3.0561 0.093 0.001 0.183 1.158
C 0.9327 2.1025 -3.7256 -0.032 0.005 -0.119 -0.408
C -0.2480 2.0313 -3.0451 0.193 -0.004 -0.029 -1.407
C -0.2771 1.8353 -1.6500 0.421 -0.021 0.302 0.302
C -1.4864 1.7459 -0.9290 -0.238 -0.002 0.185 -0.298
C -1.4586 1.5772 0.4231 -0.681 -0.082 -0.069 -0.444
S -2.9720 1.3572 1.3505 0.506 -0.194 -0.163 1.570
O -4.0710 1.3171 0.4222 0.185 -0.109 -0.112 -0.714
O -3.0306 2.3098 2.4186 0.160 -0.035 0.221 -0.795
N -2.6342 -0.1382 2.0336 -0.012 1.014 -0.331 0.147
C -3.2550 -0.3971 3.3172 -0.424 0.305 0.506 -1.052
C -4.7117 -0.8319 3.1668 0.205 -0.235 0.067 -0.424
C -4.7917 -2.0547 2.2554 -0.129 0.210 -0.125 -0.779
C -4.1635 -1.7237 0.9035 0.113 -0.142 0.129 -0.608
C -2.7258 -1.2422 1.1020 -0.161 -0.291 -0.589 -0.786
C -0.2514 1.5536 1.1319 0.457 0.064 -0.018 -0.576
C 0.9368 1.6210 0.4599 -0.461 0.061 0.377 -1.096
C 0.9567 1.7048 -0.9523 -0.594 0.138 -0.172 0.469
C 2.1550 1.6698 -1.6922 0.877 -0.276 0.000 -0.207
S 3.6361 1.1077 -0.8309 -0.021 -0.533 -0.068 1.463
O 4.6571 0.7173 -1.7580 -0.254 -0.049 -0.006 -0.788
O 3.9913 2.0279 0.2096 -0.203 0.079 0.176 -0.764
N 2.9695 -0.2440 -0.0965 0.458 0.766 -0.461 0.185
C 2.6565 -1.3325 -0.9888 -0.341 -0.309 -0.437 -0.765
C 1.5838 -2.2041 -0.3373 0.274 -0.040 -0.016 -0.150
C 2.0833 -2.7112 1.0140 -0.243 0.166 0.038 -0.898
C 2.4952 -1.5308 1.8913 0.227 -0.125 -0.204 -0.302
C 3.5348 -0.6851 1.1583 0.156 0.217 0.582 -0.942
H 3.0284 3.1060 -5.3618 0.013 -0.061 0.023 0.374
H 2.8946 1.3384 -5.6129 0.015 0.040 0.042 0.383
H 4.4836 2.0806 -5.3093 -0.095 0.013 -0.034 0.271
H 0.9242 2.2811 -4.7888 0.015 0.004 -0.080 0.471
H -1.1841 2.1357 -3.5733 -0.084 0.030 -0.083 0.454
H -2.4369 1.8042 -1.4373 -0.104 -0.024 -0.116 0.521
H -3.1814 0.5287 3.8882 0.023 -0.189 0.175 0.467
H -2.6712 -1.1777 3.8176 0.017 0.064 -0.043 0.402
H -5.2749 -0.0084 2.7235 -0.096 0.035 0.063 0.278
H -5.1326 -1.0540 4.1487 -0.033 0.063 0.022 0.386
H -5.8316 -2.3565 2.1200 0.022 -0.083 0.034 0.388
H -4.2544 -2.8884 2.7164 -0.027 -0.084 0.043 0.288
H -4.7302 -0.9246 0.4242 -0.021 -0.104 -0.061 0.285
H -4.1679 -2.5987 0.2512 0.005 0.008 -0.052 0.408
H -2.3001 -0.8997 0.1559 0.081 -0.230 -0.035 0.280
H -2.1028 -2.0556 1.4921 0.026 0.069 -0.048 0.446
H -0.2976 1.4895 2.2070 0.155 -0.013 0.160 0.491
H 1.8737 1.6415 0.9875 -0.093 0.036 0.204 0.687
H 2.2968 -0.9009 -1.9250 -0.017 -0.188 -0.066 0.351
H 3.5539 -1.9300 -1.2088 -0.044 0.053 -0.036 0.271
H 1.3403 -3.0404 -0.9941 -0.043 0.018 -0.041 0.390
H 0.6854 -1.6009 -0.1909 -0.089 0.015 -0.046 -0.095
H 1.3028 -3.2930 1.5077 0.046 -0.079 0.007 0.431
H 2.9443 -3.3654 0.8582 0.033 -0.090 0.018 0.335
H 2.9114 -1.8837 2.8357 -0.009 0.052 0.048 0.378
H 1.6207 -0.9134 2.1018 -0.037 0.057 0.080 0.084
H 3.8014 0.2077 1.7247 0.057 -0.129 0.112 0.446
H 4.4481 -1.2761 0.9894 -0.024 0.051 0.034 0.415
```
Forces are in eV/Å.

Output
SMILES string: COc1ccc2cc(S(=O)(=O)N3CCCCC3)ccc2c1S(=O)(=O)N1CCCCC1
LUMO energy, eV: -0.209

---

# 2
Entry from OMol25: a cluster of 5 separate species, C36H80BrF5N6O6PS in total (the ωB97M-V functional and the def2-TZVPD basis).

```
136
Properties=species:S:1:pos:R:3:forces:R:3:mulliken_charge:R:1
C -4.3099 5.2281 2.9192 0.063 -0.269 -0.260 -0.341
C -4.4780 3.9757 4.0148 -4.498 -2.560 -1.737 0.388
O -5.5431 3.1819 3.8170 6.413 4.571 1.661 -0.555
N -3.5132 3.7534 5.1804 -1.484 -1.742 -1.572 -0.061
C -4.0791 2.6063 6.0088 -0.207 -1.508 0.432 -0.754
C -2.1645 3.2365 4.6948 0.419 -0.098 -0.854 0.280
C -0.9253 4.3252 4.9327 -1.486 0.032 -0.555 -0.957
C -0.3839 4.7444 3.4437 1.703 1.323 0.078 -0.300
C 1.0779 4.0358 3.0443 -1.439 0.884 0.698 -0.691
C 0.7497 2.4826 2.6554 0.250 1.696 -0.410 1.093
N 1.0938 1.6571 3.9128 0.974 -0.072 -0.181 0.006
C 0.6523 0.2185 3.8389 -0.565 -3.389 0.355 -0.857
C 0.2108 -0.3227 2.3625 -0.621 -0.110 -0.145 -0.394
C 0.9765 0.3727 1.0924 0.315 -1.073 -1.492 1.131
C -0.1132 0.4052 -0.1501 -0.960 -0.350 0.784 -1.398
C -1.3295 1.5015 0.0570 -0.774 -0.512 -0.090 0.334
C -2.5706 1.0227 -0.9560 1.392 0.843 0.696 -0.054
S -3.6994 -0.1665 0.0110 0.284 0.174 -0.108 -0.206
C 2.1561 -0.7085 0.6109 -0.908 -0.541 0.225 -0.998
C 3.1663 -1.1490 1.8312 1.508 0.120 -0.847 -0.159
C 2.9667 -2.6904 2.3635 -0.068 0.025 -0.174 -1.100
C 4.2011 -3.7103 1.9028 -0.421 0.523 -0.363 0.572
F 5.5478 -3.1600 2.2522 -4.356 -1.978 -1.196 -0.309
F 4.1223 -3.9713 0.4452 0.550 0.887 4.249 -0.289
C 3.9235 -5.1577 2.6640 0.573 -2.451 0.852 0.611
F 4.3437 -5.0480 4.0979 -1.485 -0.514 -4.962 -0.234
F 4.6796 -6.2725 1.9929 -2.706 3.942 2.647 -0.228
F 2.4832 -5.5444 2.6545 4.929 1.447 -0.002 -0.240
C 1.6379 1.8408 1.4445 1.162 -2.305 1.978 -0.008
P 1.9263 2.9573 -0.0701 -0.737 0.262 -2.469 0.437
O 2.4624 2.0225 -1.4827 1.779 0.851 3.345 -0.513
Br 3.7251 4.3747 0.2811 -0.597 -1.273 0.207 -0.251
H -5.1784 5.1851 2.1073 1.842 -0.328 2.062 0.295
H -3.2995 5.1365 2.2991 -2.046 0.294 1.526 -0.154
H -4.3990 6.2856 3.4241 0.471 -2.223 -0.722 0.332
H -5.1819 2.7704 6.3702 2.379 -0.067 -0.715 0.300
H -3.3382 2.3851 6.9121 -1.717 0.776 -1.821 0.253
H -4.0763 1.6230 5.3351 -0.218 1.947 1.446 0.276
H -1.9679 2.1974 5.2115 -0.286 2.102 -0.887 0.168
H -2.3193 2.9917 3.5369 0.751 0.520 2.314 -0.165
H -0.0925 3.9187 5.6632 -1.490 0.701 -1.598 0.313
H -1.4165 5.2534 5.5004 1.134 -2.060 -1.398 0.387
H -1.1263 4.5349 2.5637 1.208 0.295 1.886 0.016
H -0.1636 5.9150 3.4141 -0.559 -2.508 0.139 0.403
H 1.5134 4.6979 2.1864 -0.620 -1.690 1.480 0.294
H 1.7732 4.1476 4.0081 -1.243 -0.434 -2.218 0.191
H -0.4131 2.3902 2.5354 2.408 -0.046 -0.123 -1.168
H 2.1533 1.6869 4.0078 -1.556 0.015 -0.154 0.594
H 0.7184 2.0770 4.7911 0.141 -0.025 -0.962 0.343
H -0.2603 0.0174 4.5735 2.064 0.740 -1.501 0.314
H 1.5460 -0.4560 4.2047 -1.811 1.520 -0.549 0.363
H 0.4203 -1.4947 2.2766 -0.401 2.659 0.513 0.277
H -0.9757 -0.2284 2.2732 2.654 0.022 0.052 0.226
H -0.6446 -0.6638 -0.1263 1.102 2.231 -0.056 0.281
H 0.3677 0.4946 -1.2129 -0.707 0.101 2.133 0.404
H -1.0138 2.6154 -0.1247 -0.442 -2.149 0.132 0.175
H -1.8076 1.4486 1.1497 1.294 0.134 -2.233 -0.669
H -2.0652 0.3633 -1.7844 -1.371 1.301 1.350 0.104
H -3.1656 1.9564 -1.3925 1.232 -2.248 1.013 0.258
H -3.5278 0.0005 1.3970 0.279 0.539 -1.532 0.086
H 1.5537 -1.6908 0.3123 1.246 2.095 0.438 0.225
H 2.7117 -0.3477 -0.3707 -1.096 -0.600 2.275 0.298
H 4.2703 -1.0836 1.3832 -2.314 -0.092 1.150 0.412
H 3.1482 -0.3749 2.7252 -0.025 -1.694 -1.770 0.184
H 2.8266 -2.7286 3.5399 0.642 -0.100 -2.468 0.344
H 1.9852 -3.1433 1.9007 2.066 0.710 0.839 0.386
H 2.7145 1.6056 1.9031 -2.099 0.479 -0.661 0.275
H 3.4684 1.8696 -1.3996 -2.079 0.194 -0.325 0.338
C -3.6950 8.7240 -2.2042 0.027 0.247 -0.208 -1.403
C -3.6240 8.6330 -0.6817 -0.164 -0.378 -0.195 0.283
C -2.6631 7.5331 -0.1750 -0.199 0.143 0.296 -0.688
O -3.1903 6.2063 -0.2636 0.498 0.271 -0.051 -0.246
C -3.0561 5.6067 -1.5432 -0.298 -0.205 0.153 -0.321
N -4.9829 8.4497 -0.1500 0.286 -0.324 0.280 -0.722
H -4.2788 7.9137 -2.6486 0.058 0.041 0.127 0.285
H -4.1735 9.6631 -2.5071 0.063 -0.217 0.126 0.358
H -2.6930 8.7057 -2.6450 -0.088 -0.016 0.029 0.340
H -3.2415 9.5949 -0.3198 0.006 -0.152 0.090 0.433
H -2.4874 7.7074 0.8938 -0.108 -0.101 -0.059 0.305
H -1.6830 7.5965 -0.6626 -0.055 -0.063 -0.166 0.430
H -2.1335 5.9081 -2.0471 -0.048 0.080 0.006 0.377
H -3.9241 5.8455 -2.1600 0.140 0.004 -0.199 0.250
H -3.0396 4.5208 -1.4069 0.028 0.118 0.077 -0.258
H -4.9405 8.4808 0.8694 -0.100 0.153 -0.170 0.264
H -5.2591 7.4838 -0.3498 -0.010 0.337 -0.057 0.337
C -0.7069 -3.8971 -5.2634 0.082 -0.319 -0.152 -1.316
C -0.0662 -3.1284 -4.1102 -0.364 0.219 -0.213 0.275
C -1.0581 -2.7791 -2.9770 0.192 0.209 0.015 -0.171
O -1.9245 -1.6799 -3.2731 0.261 -0.464 0.311 -0.217
C -3.0663 -2.0247 -4.0427 -0.173 0.317 -0.050 -0.745
N 0.5895 -1.9251 -4.6439 -0.167 0.193 0.397 -0.736
H -1.3216 -3.2605 -5.9050 0.057 0.005 0.144 0.256
H 0.0671 -4.3389 -5.9024 -0.106 0.165 0.148 0.411
H -1.3336 -4.7135 -4.8899 -0.007 0.106 -0.029 0.215
H 0.7063 -3.7777 -3.6812 -0.060 0.121 0.084 0.424
H -0.4730 -2.4636 -2.1043 -0.034 0.111 -0.065 -0.097
H -1.6353 -3.6560 -2.6603 -0.100 0.002 -0.164 0.324
H -3.4432 -3.0224 -3.8006 0.104 -0.014 -0.095 0.192
H -2.8352 -1.9513 -5.1067 -0.124 -0.189 -0.058 0.256
H -3.8520 -1.2939 -3.8268 0.139 -0.060 0.067 0.328
H 1.0921 -1.4643 -3.8843 0.054 -0.104 -0.186 0.213
H -0.1497 -1.2574 -4.8828 0.225 -0.239 -0.065 0.363
C 8.5569 -3.2487 1.0684 -0.198 -0.181 0.259 -1.031
C 8.2507 -2.7614 -0.3457 0.419 0.096 0.202 0.530
C 9.4180 -2.9751 -1.3366 -0.137 0.323 -0.226 -0.837
O 10.4817 -2.0278 -1.2040 -0.294 -0.609 0.021 -0.388
C 11.4151 -2.3346 -0.1795 0.125 0.400 -0.113 -0.627
N 7.8439 -1.3494 -0.2870 0.088 0.132 -0.296 -0.678
H 9.2291 -2.5779 1.6097 -0.016 -0.030 -0.155 0.282
H 7.6334 -3.3148 1.6562 0.321 0.049 -0.221 -0.025
H 9.0096 -4.2454 1.0501 -0.009 0.112 -0.004 0.359
H 7.3993 -3.3482 -0.7106 0.089 0.075 -0.098 0.346
H 9.0263 -2.8350 -2.3518 0.106 0.095 0.113 0.373
H 9.8022 -4.0012 -1.2935 0.046 0.031 0.167 0.408
H 11.5691 -3.4117 -0.0684 -0.087 0.016 0.022 0.295
H 11.0901 -1.8955 0.7651 0.076 -0.179 0.159 0.223
H 12.3710 -1.8719 -0.4444 -0.169 -0.081 -0.064 0.255
H 7.5536 -1.0552 -1.2205 -0.004 -0.068 0.173 0.282
H 8.6888 -0.7972 -0.1129 -0.257 -0.178 0.030 0.293
C -5.7866 -8.2132 -4.1170 -0.216 -0.249 0.026 -1.400
C -5.2821 -7.1713 -3.1215 0.231 0.000 -0.401 0.356
C -5.3017 -5.7288 -3.6773 0.218 0.021 0.301 -0.857
O -4.2327 -5.4329 -4.5807 -0.567 0.026 0.162 -0.097
C -4.4614 -5.8539 -5.9169 0.421 0.073 -0.055 -0.871
N -3.9376 -7.5564 -2.6668 0.077 0.446 -0.035 -0.736
H -5.0593 -8.4332 -4.9027 -0.029 0.102 0.107 0.288
H -5.9956 -9.1595 -3.6038 0.100 0.214 -0.067 0.359
H -6.7154 -7.8827 -4.5932 0.098 -0.023 0.024 0.342
H -5.9568 -7.1990 -2.2576 0.104 0.132 -0.039 0.394
H -5.1694 -5.0417 -2.8324 0.103 -0.049 -0.105 0.297
H -6.2712 -5.4817 -4.1263 0.035 -0.107 -0.136 0.474
H -5.5136 -5.7707 -6.2031 0.010 -0.062 0.076 0.355
H -4.1086 -6.8777 -6.0511 -0.180 -0.063 -0.149 0.280
H -3.8691 -5.2138 -6.5783 -0.083 -0.007 0.151 0.261
H -3.6430 -6.9079 -1.9356 -0.070 -0.217 -0.024 0.265
H -3.2898 -7.3616 -3.4360 -0.201 -0.185 0.190 0.318
```
Forces are in eV/Å.

Output
Net charge: +1
LUMO energy, eV: -3.063

---

Respective maximum force values: 0.0208; 0.1565 Eh/bohr.
Respective highest occupied orbital energy values: -8.7; -10.6 eV.